Entry 1:
Below is C50H84O60S9 as an isolated structure at a distorted geometry, with properties calculated with ωB97M-V with the def2-TZVPD basis set.

Results
energy = -10053.6087 hartree
orbital gap = 0.3841 Eh
total charge = 0

Cartesian coordinates (Å):
C  2.3513  5.2826  -0.4808
C  3.1747  4.1757  -1.0619
C  2.6767  3.7217  -2.4376
O  3.8625  3.5142  -3.2283
C  4.9028  4.0301  -2.5242
O  6.0333  3.9350  -2.9750
O  4.5415  4.6360  -1.3900
H  2.0562  6.0078  -1.2571
H  2.8987  5.7582  0.3389
H  1.4490  4.8878  -0.0632
H  3.1328  3.3551  -0.3675
H  2.1258  4.5679  -2.9201
H  2.0521  2.8399  -2.4204
C  3.9382  2.3588  -6.2390
C  2.5084  1.8530  -6.4853
C  2.3172  0.4141  -6.6321
O  1.2697  -0.0016  -5.7288
C  0.9200  1.1014  -5.0346
O  0.0301  1.1352  -4.1830
O  1.6252  2.1644  -5.3242
H  4.4259  2.4643  -7.1845
H  4.4847  1.6251  -5.6271
H  3.9733  3.2862  -5.6907
H  2.1397  2.4537  -7.3316
H  3.2068  -0.1860  -6.4531
H  1.9091  0.1262  -7.6362
C  -2.9203  -3.4899  -3.3049
C  -1.6398  -2.6924  -3.1654
C  -1.2434  -2.0329  -4.4919
O  -2.0518  -0.9014  -4.5554
C  -2.2282  -0.5339  -3.2616
O  -2.7809  0.5026  -3.0124
O  -1.8372  -1.4420  -2.4260
H  -3.7209  -2.8663  -3.5963
H  -3.1076  -4.0838  -2.4445
H  -2.7815  -4.2123  -4.1471
H  -0.8085  -3.1450  -2.6832
H  -1.5088  -2.7210  -5.3020
H  -0.1772  -1.7578  -4.6489
C  -5.4580  2.5787  -0.2722
C  -5.1397  3.2349  1.0350
C  -5.6660  2.6373  2.3559
O  -4.4829  2.6843  3.2770
C  -3.4412  3.0714  2.5560
O  -2.3916  3.3032  3.0229
O  -3.7359  3.1809  1.2152
H  -4.8391  2.9888  -1.0382
H  -6.4653  2.7102  -0.6366
H  -5.2549  1.4894  -0.2579
H  -5.3400  4.3266  0.9184
H  -5.8914  1.5486  2.1919
H  -6.4905  3.1776  2.7151
C  -2.5929  -8.5065  1.2957
C  -1.8578  -7.4609  2.1085
C  -0.4108  -7.9633  2.3031
O  0.3871  -6.9266  1.7290
C  -0.3678  -6.0375  1.0507
O  0.1220  -5.2356  0.3472
O  -1.6714  -6.2637  1.2738
H  -3.5994  -8.2353  0.9593
H  -2.7733  -9.4080  1.8732
H  -1.9954  -8.7018  0.3899
H  -2.5108  -7.0958  2.9218
H  -0.2251  -8.9456  1.7217
H  -0.1604  -8.0811  3.3485
C  -5.0450  1.9448  -8.4583
C  -3.7999  1.7859  -7.6266
C  -2.7892  0.6935  -7.9963
O  -1.5681  1.3243  -7.9190
C  -1.7115  2.6495  -7.7751
O  -0.7941  3.4060  -7.8035
O  -3.0203  3.0060  -7.6354
H  -4.9517  2.2706  -9.4664
H  -5.6372  2.6728  -7.9400
H  -5.5127  0.9253  -8.5038
H  -4.1493  1.6409  -6.5961
H  -3.0632  0.4154  -8.9924
H  -2.8029  -0.1739  -7.2767
C  5.6142  2.5962  1.4145
C  6.3200  2.0213  0.1447
C  6.9285  0.6364  0.2752
O  6.2888  -0.1084  -0.7808
C  5.2858  0.5594  -1.2500
O  4.4665  0.2049  -2.0938
O  5.2160  1.7960  -0.6925
H  6.3110  2.9806  2.2168
H  4.9119  1.8026  1.8994
H  5.0588  3.4760  1.1919
H  7.0725  2.6885  -0.1557
H  6.6345  0.1606  1.2254
H  7.9852  0.5744  0.1374
C  -0.6702  2.4083  -0.1981
C  -0.6192  0.8928  -0.1104
C  0.7291  0.3389  -0.4439
O  0.8967  -0.8098  0.4325
C  0.1275  -0.5177  1.4929
O  0.0971  -1.1795  2.5059
O  -0.7904  0.5164  1.2928
H  -0.2486  2.7627  -1.0919
H  -0.0705  2.9070  0.5243
H  -1.7078  2.7601  -0.0621
H  -1.3696  0.3421  -0.6549
H  1.5322  0.9737  -0.2530
H  0.8610  -0.0224  -1.4525
C  3.6087  -2.3571  5.3141
C  2.2949  -1.7402  4.7324
O  2.7413  -1.1316  3.5315
S  4.1426  -1.6822  2.9885
O  5.1813  -0.6409  2.9667
O  3.9391  -2.5045  1.8174
O  4.3832  -2.7840  4.1538
H  3.4388  -3.2242  5.8683
H  4.2067  -1.5950  5.8777
H  1.7594  -1.0047  5.3303
H  1.7063  -2.5753  4.3858
C  -0.8221  -6.2199  7.3134
C  -1.3062  -4.6859  7.1425
O  -0.4578  -4.1218  6.1410
S  0.4233  -5.2642  5.3870
O  1.8104  -5.0989  5.7599
O  -0.0558  -5.2659  4.0439
O  -0.1713  -6.5115  6.0990
H  -1.6687  -6.9276  7.3586
H  -0.2011  -6.3836  8.1413
H  -1.2251  -4.0744  8.0615
H  -2.2971  -4.6474  6.7054
C  3.7243  -5.5568  2.1288
C  5.1183  -5.1266  1.4622
O  6.0616  -6.2207  1.7269
S  5.2990  -7.4624  2.2923
O  6.0723  -8.1554  3.2707
O  4.6410  -8.0861  1.1684
O  4.1064  -6.6456  3.0214
H  3.0415  -5.9379  1.3922
H  3.2299  -4.8373  2.7710
H  5.6135  -4.2867  1.9284
H  5.0634  -5.0708  0.3555
C  -2.3528  0.2774  4.3971
C  -2.6958  1.2831  5.5653
O  -2.4197  0.5453  6.7612
S  -1.6272  -0.7687  6.4413
O  -2.0330  -1.8146  7.2925
O  -0.2976  -0.3654  6.3069
O  -2.2282  -1.0505  4.9539
H  -1.3642  0.6025  3.9885
H  -3.1584  0.1507  3.6161
H  -3.7167  1.4692  5.4836
H  -2.1097  2.1374  5.3850
C  -2.1581  -3.2186  1.3655
C  -2.6377  -3.4693  2.7816
O  -3.7207  -2.6385  3.0715
S  -4.1535  -1.9389  1.7588
O  -4.5872  -0.6113  2.0508
O  -5.0990  -2.7974  1.0743
O  -2.8100  -1.9600  1.0144
H  -2.2946  -3.9915  0.6399
H  -1.1235  -2.9267  1.4365
H  -1.8874  -3.2400  3.4996
H  -2.9226  -4.4708  3.0073
C  -2.9482  7.2625  0.3955
C  -4.3309  7.4469  0.0205
O  -5.1187  7.2031  1.2269
S  -4.2701  7.7222  2.4878
O  -4.3982  6.7223  3.4592
O  -4.5769  9.0572  2.8059
O  -2.8691  7.6812  1.7672
H  -2.2431  7.8342  -0.2017
H  -2.5975  6.2008  0.3515
H  -4.7079  6.7942  -0.7656
H  -4.5321  8.4804  -0.3015
C  0.6004  4.8318  3.3961
C  0.2141  3.8295  4.4143
O  0.7609  2.6144  3.9549
S  2.1042  2.8240  3.0964
O  1.9860  2.1608  1.8396
O  3.2978  2.5393  3.8334
O  1.8767  4.4111  2.8757
H  0.7310  5.8400  3.7354
H  -0.1526  4.7915  2.5839
H  -0.8893  3.7497  4.3927
H  0.5397  4.1486  5.3996
C  3.5733  -2.9483  -1.4490
C  3.8498  -2.4648  -2.9066
O  3.2945  -3.4988  -3.7434
S  2.3798  -4.5026  -2.9325
O  2.6006  -5.8037  -3.4307
O  1.0630  -3.9872  -2.6810
O  3.1007  -4.2708  -1.5716
H  2.9261  -2.2624  -0.9405
H  4.5019  -3.0328  -0.8955
H  4.8765  -2.4903  -3.2433
H  3.4080  -1.5522  -3.1605
C  -2.1570  4.2371  -4.5725
C  -2.4294  3.6497  -3.1974
O  -3.1607  4.6239  -2.4837
S  -2.7739  6.0533  -2.8829
O  -1.6462  6.4559  -2.0563
O  -3.9814  6.8837  -2.9101
O  -2.2370  5.7382  -4.3384
H  -2.9568  3.9893  -5.3594
H  -1.2473  3.9528  -5.1550
H  -1.4427  3.4773  -2.7607
H  -2.9856  2.7075  -3.1786


Entry 2:
Below is a 10-piece molecular cluster, C50H91IO31 overall at a distorted geometry, with properties calculated with ωB97M-V with the def2-TZVPD basis set.

Results
energy = -4589.9691 hartree
orbital gap = 0.3334 Eh
relative energy (zero: lowest compared OMol25 entry of this formula, charge and spin) = 0.3240 eV
total charge = 0

Cartesian coordinates (Å):
C  -5.7062  -2.4947  1.6925
C  -4.7371  -2.6254  0.5437
C  -5.1607  -2.8929  -0.7624
C  -4.2236  -3.0037  -1.7876
C  -2.8453  -2.8728  -1.5651
C  -1.8449  -3.0374  -2.6809
C  -2.2023  -2.2416  -3.9389
C  -1.7981  -4.5388  -3.0330
C  -2.4282  -2.6186  -0.2535
O  -1.0854  -2.4583  0.0099
C  -0.5834  -3.2649  1.0730
C  0.9365  -3.3235  0.9844
C  1.5066  -4.7019  0.6349
C  2.1856  -4.7596  -0.7526
C  1.6206  -5.8688  -1.6518
I  4.3063  -5.1591  -0.4890
O  1.5162  -2.9841  2.2618
C  1.3766  -1.7162  2.6259
O  0.9021  -0.8612  1.9536
O  1.8409  -1.5291  3.8674
C  3.2738  -1.2916  3.9117
C  3.5478  0.1271  4.3608
C  2.8378  0.4050  5.7068
C  3.1665  1.1988  3.3368
C  3.6986  1.0115  1.9090
C  2.7972  1.7576  0.9026
C  5.1304  1.5603  1.8288
C  -3.3640  -2.4916  0.7802
H  -6.5478  -1.8985  1.3527
H  -5.1957  -1.9838  2.5008
H  -6.0614  -3.4570  2.0510
H  -6.2182  -3.0185  -0.9437
H  -4.5694  -3.2145  -2.7900
H  -0.8595  -2.7230  -2.3580
H  -3.2502  -2.3009  -4.2084
H  -1.6340  -2.6479  -4.7734
H  -1.8937  -1.2037  -3.8527
H  -1.5804  -5.0983  -2.1247
H  -2.7912  -4.8426  -3.3524
H  -1.0515  -4.7557  -3.7895
H  -1.0456  -4.2483  1.0352
H  -0.8440  -2.7973  2.0217
H  1.2541  -2.5960  0.2426
H  0.7387  -5.4669  0.6748
H  2.2440  -4.9430  1.3881
H  2.0940  -3.8107  -1.2627
H  0.8850  -5.4245  -2.3176
H  1.1631  -6.6562  -1.0649
H  2.3839  -6.3078  -2.2811
H  3.7121  -1.5291  2.9468
H  3.6991  -1.9818  4.6355
H  4.6189  0.2015  4.5489
H  2.2245  -0.4293  6.0343
H  3.5686  0.5879  6.4874
H  2.1804  1.2611  5.6038
H  3.5872  2.1379  3.7035
H  2.0898  1.3402  3.3218
H  3.6952  -0.0275  1.5956
H  3.1666  2.7548  0.6833
H  1.7676  1.7707  1.2387
H  2.8081  1.2037  -0.0351
H  5.6214  1.2096  0.9253
H  5.6982  1.2255  2.6927
H  5.0878  2.6446  1.8075
H  -3.0001  -2.2873  1.7764
C  0.1274  5.2038  -1.8852
O  0.9672  6.2387  -2.4032
C  2.1055  6.4029  -1.7302
O  2.4499  5.7735  -0.7647
O  2.7961  7.3858  -2.3056
C  4.0551  7.6479  -1.6790
H  -0.7527  5.1796  -2.5208
H  0.6336  4.2413  -1.9262
H  -0.1679  5.4250  -0.8615
H  4.6992  6.7723  -1.7310
H  3.9137  7.9480  -0.6421
H  4.5129  8.4646  -2.2293
C  -8.9685  -8.6150  2.9863
O  -8.2672  -7.4221  2.6266
C  -7.0329  -7.6286  2.1670
O  -6.4959  -8.6967  2.0421
O  -6.4998  -6.4444  1.8676
C  -5.1660  -6.5118  1.3579
H  -9.9490  -8.3057  3.3372
H  -9.0878  -9.2656  2.1217
H  -8.4530  -9.1483  3.7823
H  -5.1356  -7.0825  0.4317
H  -4.4941  -6.9530  2.0918
H  -4.8576  -5.4889  1.1554
C  -15.6043  -8.4817  0.6974
O  -14.5933  -7.6121  0.1831
C  -13.4990  -7.5385  0.9384
O  -13.3142  -8.1268  1.9722
O  -12.6423  -6.7042  0.3523
C  -11.4186  -6.5329  1.0694
H  -16.4266  -8.4440  -0.0107
H  -15.2324  -9.5017  0.7705
H  -15.9462  -8.1389  1.6719
H  -10.8922  -7.4803  1.1599
H  -11.6049  -6.1114  2.0554
H  -10.8118  -5.8405  0.4939
C  -5.7595  -0.2382  -7.1288
O  -5.5943  -0.7709  -8.4466
C  -4.8131  -1.8471  -8.5041
O  -4.2707  -2.3741  -7.5683
O  -4.7358  -2.2404  -9.7750
C  -3.9216  -3.3962  -9.9823
H  -6.4119  0.6243  -7.2189
H  -6.2251  -0.9701  -6.4725
H  -4.8015  0.0773  -6.7199
H  -4.3203  -4.2496  -9.4374
H  -2.8958  -3.2035  -9.6744
H  -3.9492  -3.6003  -11.0485
C  -9.3052  2.0072  -6.9504
O  -8.7482  1.2980  -5.8403
C  -9.4629  1.3877  -4.7179
O  -10.4915  1.9949  -4.5840
O  -8.8362  0.6879  -3.7734
C  -9.4931  0.6953  -2.5036
H  -8.6289  1.8473  -7.7855
H  -10.2890  1.6162  -7.2009
H  -9.3693  3.0713  -6.7329
H  -10.4848  0.2544  -2.5821
H  -9.5651  1.7090  -2.1149
H  -8.8784  0.0940  -1.8403
C  2.1152  10.4293  1.6376
O  2.9138  11.1846  2.5516
C  4.1884  10.8030  2.6096
O  4.6856  9.9077  1.9762
O  4.8203  11.5765  3.4872
C  6.2081  11.2652  3.6463
H  1.1135  10.8443  1.6943
H  2.4940  10.5306  0.6222
H  2.0912  9.3794  1.9242
H  6.7435  11.3969  2.7082
H  6.3350  10.2469  4.0099
H  6.5978  11.9617  4.3834
C  7.6760  -10.2097  3.0283
O  7.9765  -9.6999  1.7279
C  6.9047  -9.3413  1.0209
O  5.7615  -9.4164  1.3881
O  7.3189  -8.8869  -0.1600
C  6.2629  -8.4617  -1.0260
H  8.6292  -10.4585  3.4852
H  7.1695  -9.4565  3.6286
H  7.0611  -11.1047  2.9574
H  5.7001  -7.6420  -0.5811
H  5.5935  -9.2902  -1.2517
H  6.7354  -8.1207  -1.9428
C  9.8652  7.2867  0.6630
O  8.7383  6.4619  0.9700
C  7.9087  6.9787  1.8749
O  8.0413  8.0449  2.4209
O  6.9141  6.1199  2.0700
C  5.9372  6.5563  3.0201
H  10.4448  6.7461  -0.0790
H  9.5418  8.2396  0.2475
H  10.4756  7.4529  1.5488
H  5.4642  7.4787  2.6858
H  6.3944  6.6995  3.9979
H  5.1928  5.7680  3.0831
C  10.0903  10.3532  3.3798
O  10.6271  11.6548  3.1188
C  11.8197  11.6427  2.5307
O  12.4434  10.6625  2.2150
O  12.2073  12.9051  2.3462
C  13.4824  13.0407  1.7164
H  9.1210  10.4936  3.8478
H  9.9518  9.7990  2.4562
H  10.7379  9.8007  4.0581
H  13.4709  12.5923  0.7249
H  14.2613  12.5830  2.3231
H  13.6675  14.1073  1.6310